[1]
Computed, not measured: a 3-piece molecular cluster, C31H57FN2O7S3 overall in a non-equilibrium geometry, with wB97M-V/def2-TZVPD.

CARTESIAN COORDINATES (ANGSTROEM)
H  3.0045  -0.5434  3.5882
O  -6.8186  -0.6998  -0.9029
H  4.1365  0.9277  5.2844
H  -3.4763  4.3571  -3.4242
S  -7.4332  -1.6292  -6.8908
H  12.9397  -3.9598  4.5807
C  -4.0517  -4.8578  0.1878
H  -2.4391  -0.2144  -0.6432
O  6.8113  -0.3324  4.0799
C  5.2437  1.6629  3.4010
H  -3.2744  3.7743  -10.3292
C  12.0165  -3.7066  5.1113
H  7.5147  1.6781  3.7239
O  -8.2913  1.4154  -1.1723
H  11.5745  -1.6887  8.8908
H  -3.1411  3.4457  -1.0260
C  -3.6866  2.4456  -1.3008
H  11.1787  -3.7531  4.4072
C  -4.5706  2.5754  -4.5756
H  12.1870  -3.2571  8.3674
C  -6.5549  0.7840  -3.3730
C  1.1951  0.9709  3.7632
H  0.6583  0.3996  1.5659
H  -5.9595  2.5729  -0.9916
C  -5.8430  -3.2733  -1.6191
C  -4.9639  -5.8842  0.8363
H  -1.4402  0.3052  3.8009
C  0.2302  1.0950  2.4210
C  -2.7336  4.4032  -9.4742
H  -6.7281  -3.0853  -2.2344
H  -1.4516  1.3796  -0.0999
C  11.2736  -2.6948  8.5815
H  -4.3596  1.3395  -8.2282
C  -4.0851  2.1929  -7.4415
H  -3.0219  -5.0554  0.5045
H  11.8467  -4.4737  5.8721
H  -4.6763  0.7535  -0.1331
C  10.3620  -2.6342  7.3684
C  6.5997  1.1212  4.2081
H  0.3456  2.2168  2.0419
H  8.1595  -0.5912  2.3875
C  3.8624  1.4852  4.2695
H  -5.4865  4.8544  -6.1010
F  -8.9604  -0.7501  -2.5035
H  10.0975  -3.6376  7.0212
N  -7.6299  -1.2003  -5.1760
H  12.9248  -2.2832  6.4739
H  5.2191  1.0458  2.3888
C  -3.7688  1.5037  0.0555
H  -2.3739  3.4269  -4.6366
H  -2.1998  5.3231  -10.0150
H  -0.7206  4.2091  -8.4222
H  -4.6376  3.1664  -7.8512
C  -6.7662  -0.0205  -4.7863
C  -5.4638  2.0428  -3.2654
S  -2.2214  2.3646  -7.3792
C  12.1218  -2.3241  5.7307
N  -6.2624  -0.3427  -7.2029
H  3.4800  2.5524  4.5599
C  2.7765  0.6073  3.3829
O  -4.0537  -4.9187  -1.2360
C  -5.2992  -4.6667  -1.8817
H  -4.8299  -5.8834  1.9226
H  5.4229  2.7793  3.1006
H  0.7875  0.1112  4.4661
H  -1.9060  1.8729  2.8058
C  -3.4912  3.8068  -4.4568
S  -7.6135  0.1947  -1.9093
C  -2.1396  -0.0860  1.6148
C  -5.2087  2.8444  -1.8469
H  -5.1889  4.0259  -1.9916
C  -4.8014  1.8238  -6.0143
C  -1.5785  3.4838  -8.7573
H  -1.4981  -1.0690  1.4558
H  8.5286  -1.7395  3.8378
H  -3.1456  1.8806  -2.1863
O  -3.7031  4.8756  -5.4840
H  -3.5174  4.8717  -8.7066
C  -2.3449  0.6641  0.1539
H  -6.0164  -5.6712  0.6289
H  8.9985  0.0902  4.0079
H  -3.1682  -0.4453  2.0882
H  9.4242  -2.1491  7.6603
H  1.1719  1.9736  4.4082
H  -6.1316  -3.1477  -0.5716
H  12.3890  -1.6085  4.9455
H  -6.0305  -5.4346  -1.6122
O  10.8978  -1.8629  6.2963
C  -5.8768  0.5472  -6.0414
C  8.1755  -0.6404  3.5791
H  -5.1177  -4.7738  -2.9567
O  -4.9767  5.2014  -5.2912
H  -4.0330  2.0915  1.0339
H  2.9024  0.8864  2.2533
H  6.5619  1.3922  5.3513
C  -1.3588  0.8251  2.7319
H  -4.7517  -6.8883  0.4534
H  10.7667  -3.1866  9.4174
H  -1.1353  2.7825  -9.6103
H  -4.2914  -3.8446  0.5266
H  -5.0870  -2.5137  -1.8427

Properties
HOMO-LUMO gap (eV): 6.69
SMILES string: CCSCc1c(COO)c(CCCCCCCCCCCCOC)c(S(=O)(=O)F)c2nsnc12.CCOCC.CCOCC
Net charge: 0
Spin multiplicity: 1
HOMO (eV): -9.062
E_LUMO (eV): -2.4

Mulliken atomic charge list, values in e, 2 entries: number 1, H, carries 0.179; number 2, O, carries -0.436

***

[2]
Computed, not measured: a 2-piece molecular cluster, Cl3O3P overall in a non-equilibrium geometry, with wB97M-V/def2-TZVPD.

CARTESIAN COORDINATES (ANGSTROEM)
Cl  0.5935  -1.8749  1.8774
P  -0.0577  -0.1012  1.1561
Cl  -1.4947  0.5827  -1.5320
O  1.2454  0.5206  0.3737
Cl  1.9074  -0.1875  -1.0188
O  -1.7604  0.2002  -3.0287
O  -0.4336  0.8602  2.1723

Properties
HOMO-LUMO gap (alpha / beta) (eV): 8.16 / 7.53
Net charge: 0
Spin multiplicity: 1
HOMO (alpha / beta) (eV): -11.060 / -10.159
E_LUMO (alpha / beta) (eV): -2.9 / -2.6
Relative energy (zero: lowest compared OMol25 entry of this formula, charge and spin) (eV): 3.886

natural (NBO) atomic charge list, values in e, 2 entries: number 1, Cl, carries -0.252; number 2, P, carries 1.722

***

[3]
Computed, not measured: a 2-piece molecular cluster, C9H4N7O8 overall in a non-equilibrium geometry, with wB97M-V/def2-TZVPD.

CARTESIAN COORDINATES (ANGSTROEM)
O  0.3815  3.7576  2.8505
C  -0.7693  -1.1009  2.9616
N  -1.6069  -2.4774  -2.3203
O  -2.5842  -4.6899  -3.6183
C  1.3002  0.2368  3.0082
C  -1.5105  0.0987  2.9800
H  -1.4887  2.2682  2.9775
C  -2.1162  -3.3859  -0.2714
O  2.8362  -1.2956  2.9065
N  -1.5223  -2.1737  -0.0506
H  -1.2290  -2.0843  2.9561
N  -2.9573  0.0227  2.9803
C  -2.1438  -3.5587  -1.6725
C  0.6110  -0.9891  2.9774
O  2.3869  2.8992  3.0408
C  -0.8777  1.3676  2.9895
C  -1.2508  -1.6581  -1.2991
H  -2.5086  -4.1105  0.4299
H  -0.7911  -0.6780  -1.4545
N  -2.6338  -4.6789  -2.3868
C  0.5186  1.4671  3.0033
O  1.5831  -3.1997  2.8469
O  -3.6058  1.0526  3.2696
N  2.6492  0.0605  2.9609
O  -3.0983  -5.6144  -1.6993
O  -3.5099  -1.0602  2.6955
N  1.6048  -1.9823  2.9070
N  1.1512  2.7761  2.9641

Properties
HOMO-LUMO gap (eV): 4.44
Net charge: -1
Spin multiplicity: 1
HOMO (eV): -4.816
E_LUMO (eV): -0.4
Relative energy (zero: lowest compared OMol25 entry of this formula, charge and spin) (eV): 0.119

natural (NBO) atomic charge list, values in e, 2 entries: number 1, O, carries -0.392; number 2, C, carries -0.057

***

[4]
Computed, not measured: a 2-piece molecular cluster, CH3NO3S overall in a non-equilibrium geometry, with wB97M-V/def2-TZVPD.

CARTESIAN COORDINATES (ANGSTROEM)
S  1.7280  -0.3293  -0.2991
O  2.2338  0.9546  0.1069
N  -0.6374  0.1386  -0.4179
H  2.1955  -0.7508  1.8601
H  -2.3756  0.9714  -0.7038
H  -0.5646  1.1800  -0.6281
C  -1.9946  -0.0156  -0.5513
O  2.1043  -1.1857  0.9944
O  -2.6894  -0.9631  -0.3612

Properties
HOMO-LUMO gap (alpha / beta) (eV): 7.14 / 7.15
Net charge: 0
Spin multiplicity: 1
HOMO (alpha / beta) (eV): -9.189 / -9.192
E_LUMO (alpha / beta) (eV): -2.0 / -2.0
Relative energy (zero: lowest compared OMol25 entry of this formula, charge and spin) (eV): 3.257

natural (NBO) atomic charge list, values in e, 2 entries: number 1, S, carries 1.715; number 2, O, carries -0.831

***

[5]
Computed, not measured: one molecule with the formula C16H19N3O6S, with wB97M-V/def2-TZVPD.

CARTESIAN COORDINATES (ANGSTROEM)
C  0.1808  -6.5761  -0.5002
H  2.1404  -7.2354  0.0789
H  -2.3424  -1.1021  -1.3783
H  2.0436  5.0230  4.0031
N  -0.6885  1.3442  -1.3202
H  -0.5943  3.2996  -2.0810
S  1.5663  -2.7896  0.4792
O  -3.2698  2.0592  -1.2275
C  0.3912  -0.6528  -0.4491
C  2.0722  1.0363  0.8115
H  -1.2623  -1.0729  -2.7884
H  -4.2403  5.6102  -0.7143
O  1.1049  2.8993  2.7680
O  2.8403  4.2196  2.2678
N  1.1203  1.5635  0.0540
H  -0.8708  -6.7398  -0.2375
H  3.6375  2.4995  0.8075
H  1.2495  5.5255  2.4976
C  -4.1730  4.5317  -0.8268
C  2.9770  2.0008  1.5179
H  -4.6956  4.2042  -1.7273
C  -0.9698  2.7506  -1.2087
O  -2.7843  4.2294  -0.9240
C  0.2598  0.7577  -0.5640
C  2.1765  3.0569  2.2516
H  0.9735  -7.1840  1.4008
C  1.1056  -7.4260  0.3498
C  -2.4713  2.9535  -1.1174
H  0.8826  -8.4774  0.1940
H  3.5819  1.4454  2.2364
H  2.8872  6.1391  2.8846
C  2.2113  5.2913  2.9581
C  -0.3460  -1.7474  -0.9862
H  -0.4726  3.1492  -0.3192
H  -1.8785  -2.6107  -2.1686
C  0.1768  -2.9470  -0.5719
O  0.5029  -5.2053  -0.2764
O  -1.1965  -4.5963  -1.6104
N  2.2900  -0.2498  1.0031
H  -1.4718  0.7839  -1.6287
C  -0.2679  -4.3003  -0.8922
H  0.3012  -6.7975  -1.5672
H  -4.6087  4.0277  0.0376
C  -1.5290  -1.6223  -1.8856
C  1.4602  -1.0688  0.3696

Properties
HOMO-LUMO gap (eV): 8.50
SMILES string: CCOC(=O)c1sc2nc(CC(=O)OC)nc(NCC(=O)OC)c2c1C
Net charge: 0
Spin multiplicity: 1
HOMO (eV): -8.250
E_LUMO (eV): 0.2
Relative energy (zero: lowest compared OMol25 entry of this formula, charge and spin) (eV): 0.000

natural (NBO) atomic charge list, values in e, 2 entries: number 1, C, carries -0.068; number 2, H, carries 0.214

***

[6]
Computed, not measured: a 2-piece molecular cluster, C6H13N3O2 overall in a non-equilibrium geometry, with wB97M-V/def2-TZVPD.

CARTESIAN COORDINATES (ANGSTROEM)
C  -2.3257  0.8075  0.0507
N  1.6381  -1.6028  1.1511
C  0.1221  -1.9546  -0.4565
H  -2.7002  1.7732  0.3713
C  -0.2258  0.4605  -1.1874
H  2.3726  -1.0186  1.4476
H  -0.8344  2.2284  1.5440
N  1.5551  -1.9352  -0.2020
H  0.6426  1.3951  1.1278
O  -0.5558  -1.8202  0.7987
C  -0.2447  1.8695  0.6823
H  -2.8466  0.5519  -0.8841
H  1.4019  1.7709  -1.2895
H  1.7948  0.1214  -0.7543
C  0.3491  -1.5069  1.7179
H  2.1063  -2.7763  -0.5661
H  -0.8211  0.4075  -2.0365
H  1.3559  0.3774  -2.4796
O  0.1742  -1.0313  2.8184
H  -0.4332  -2.6662  -1.0096
N  -0.9487  0.9726  -0.1654
H  -2.8311  0.0443  0.7233
C  1.1687  0.7050  -1.5091
H  0.0859  2.8272  0.1072

Properties
HOMO-LUMO gap (alpha / beta) (eV): 6.97 / 7.11
Net charge: 0
Spin multiplicity: 1
HOMO (alpha / beta) (eV): -6.108 / -6.237
E_LUMO (alpha / beta) (eV): 0.9 / 0.9
Relative energy (zero: lowest compared OMol25 entry of this formula, charge and spin) (eV): 4.702

natural (NBO) atomic charge list, values in e, 2 entries: number 1, C, carries -0.396; number 2, N, carries -0.506

***

> Among the records above, which one has the lowest net charge?

C9H4N7O8

***

> Which formula does entry 4 have?

CH3NO3S